(1)
A structure of composition FSr, computed with wB97M-V/def2-TZVPD.

LUMO level	-0.229	hartree
Kohn-Sham gap	9.0	eV
HOMO energy	-15.23	eV
total charge	+1
M	106.62	g mol⁻¹
multiplicity	1

Geometry as XYZ:
```
2
FSr (wB97M-V/def2-TZVPD)
Sr 0.311 -1.064 0.389
F -0.311 1.064 -0.389
```

Quick look at the Löwdin charges, all values in e: Sr 1.772; F -0.772

=====

(2)
A structure of composition FeH12O6, computed with wB97M-V/def2-TZVPD.

LUMO level (spin up / spin down)	-0.258 / -0.268	hartree
Kohn-Sham gap (spin up / spin down)	12.3 / 10.2	eV
HOMO energy (spin up / spin down)	-19.37 / -17.46	eV
total charge	+2
M	163.94	g mol⁻¹
multiplicity	5

Geometry as XYZ:
```
19
FeH12O6 (wB97M-V/def2-TZVPD)
Fe 0.034 -0.076 -0.003
O -0.419 1.359 -1.637
H -0.408 2.283 -1.888
H -1.099 0.969 -2.187
O -0.967 -1.858 -0.748
H -1.121 -2.300 -1.584
H -1.349 -2.443 -0.094
O 1.643 -0.475 -1.151
H 2.398 0.002 -1.494
H 1.614 -1.281 -1.666
O 0.796 -1.321 1.502
H 0.457 -1.438 2.389
H 1.666 -1.719 1.522
O 0.809 1.657 1.066
H 0.819 1.752 2.018
H 1.097 2.509 0.737
O -1.678 0.560 1.037
H -2.187 0.971 0.338
H -2.104 0.849 1.844
```

Quick look at the Löwdin charges, all values in e: Fe 0.827; O -0.011; H 0.106; H 0.091; O -0.007; H 0.105; H 0.098; O -0.007; H 0.121; H 0.105; O -0.009; H 0.108; H 0.108; O -0.020; H 0.097; H 0.099; O -0.013; H 0.087; H 0.116

=====

(3)
A structure of composition FeH12O6, computed with wB97M-V/def2-TZVPD.

LUMO level (spin up / spin down)	-0.421 / -0.590	hartree
Kohn-Sham gap (spin up / spin down)	14.5 / 9.7	eV
HOMO energy (spin up / spin down)	-25.96 / -25.71	eV
total charge	+3
M	163.94	g mol⁻¹
multiplicity	6

Geometry as XYZ:
```
19
FeH12O6 (wB97M-V/def2-TZVPD)
Fe -0.090 -0.056 -0.108
O 0.746 0.129 -1.892
H 1.240 0.953 -2.090
H 0.751 -0.548 -2.602
O 1.188 1.432 0.668
H 1.909 1.331 1.258
H 1.159 2.413 0.525
O -1.304 -1.551 -0.669
H -0.982 -2.480 -0.920
H -2.245 -1.658 -0.550
O -1.377 1.399 -0.537
H -1.377 1.923 -1.332
H -2.090 1.896 -0.059
O 1.331 -1.359 0.510
H 1.292 -2.283 0.757
H 2.267 -1.211 0.608
O -0.785 -0.181 1.728
H -0.082 -0.282 2.476
H -1.550 0.134 2.229
```

Quick look at the Löwdin charges, all values in e: Fe 1.156; O 0.003; H 0.157; H 0.167; O 0.000; H 0.104; H 0.169; O 0.001; H 0.190; H 0.134; O 0.007; H 0.129; H 0.181; O 0.020; H 0.144; H 0.134; O -0.040; H 0.195; H 0.149

=====

Number 1: electronic energy -3546.9168 eV. Number 2: electronic energy -46852.9023 eV. Number 3: electronic energy -46835.9312 eV.